ORCA calculation (the ωB97M-V functional and the def2-TZVPD basis) on a molecular structure, C18H36IO36S9Ti.

Geometry (Å):
Ti  0.89  -0.72  -2.84
I  1.10  -0.15  0.07
C  0.57  3.85  1.32
C  -0.79  3.25  1.20
O  -1.47  4.14  0.33
S  -1.04  5.71  0.50
O  -1.68  6.35  1.61
O  -0.85  6.37  -0.80
O  0.44  5.27  1.13
H  1.18  3.38  0.55
H  1.07  3.55  2.25
H  -1.27  3.31  2.17
H  -0.82  2.22  0.85
C  -2.73  -0.85  1.99
C  -3.57  0.36  2.33
O  -4.94  -0.04  1.98
S  -5.15  -1.57  1.46
O  -5.83  -1.57  0.14
O  -5.76  -2.30  2.56
O  -3.52  -1.75  1.29
H  -2.20  -1.37  2.78
H  -1.94  -0.39  1.39
H  -3.38  1.30  1.80
H  -3.56  0.52  3.41
C  2.87  -3.82  -1.27
C  2.77  -5.25  -0.75
O  1.54  -5.85  -1.21
S  0.42  -4.65  -1.57
O  -0.06  -4.23  -0.24
O  -0.46  -5.01  -2.70
O  1.65  -3.69  -2.04
H  3.74  -3.65  -1.91
H  3.06  -3.10  -0.46
H  2.69  -5.14  0.33
H  3.67  -5.83  -0.94
C  2.52  -4.02  3.81
C  2.84  -2.55  3.74
O  4.22  -2.44  3.75
S  4.98  -3.72  2.96
O  6.31  -4.00  3.54
O  4.70  -3.57  1.55
O  3.78  -4.70  3.78
H  2.02  -4.36  2.90
H  2.08  -4.21  4.79
H  2.40  -1.94  4.52
H  2.26  -2.14  2.91
C  -4.47  2.16  -0.71
C  -4.86  2.28  -2.16
O  -3.95  1.47  -2.96
S  -2.95  0.52  -2.08
O  -1.58  0.58  -2.63
O  -3.55  -0.80  -1.88
O  -3.22  1.44  -0.67
H  -5.35  1.69  -0.28
H  -4.19  3.04  -0.14
H  -4.70  3.27  -2.58
H  -5.92  2.12  -2.36
C  0.76  0.26  7.58
C  0.28  1.76  7.56
O  0.14  2.09  6.19
S  -0.10  0.78  5.28
O  0.58  0.77  3.98
O  -1.57  0.53  5.29
O  0.76  -0.24  6.28
H  0.13  -0.42  8.16
H  1.67  0.08  8.15
H  0.95  2.44  8.08
H  -0.66  1.77  8.10
C  -4.07  -3.66  -4.55
C  -4.39  -2.34  -5.22
O  -3.11  -1.69  -5.21
S  -1.79  -2.67  -4.84
O  -1.08  -2.03  -3.71
O  -1.07  -3.08  -5.99
O  -2.73  -3.84  -4.23
H  -4.40  -4.53  -5.12
H  -4.54  -3.88  -3.59
H  -5.10  -1.68  -4.73
H  -4.78  -2.45  -6.24
C  -0.47  3.93  -4.51
C  -0.67  4.54  -3.10
O  0.58  5.13  -2.84
S  1.90  4.28  -3.37
O  1.94  2.96  -2.69
O  3.11  5.14  -3.48
O  0.94  4.14  -4.76
H  -1.03  4.29  -5.38
H  -0.59  2.86  -4.72
H  -0.93  3.84  -2.32
H  -1.38  5.37  -3.17
C  4.80  1.47  -1.21
C  4.88  0.00  -0.90
O  6.10  -0.54  -1.26
S  6.76  0.40  -2.45
O  6.47  -0.09  -3.81
O  8.19  0.61  -2.26
O  5.85  1.74  -2.06
H  4.92  2.16  -0.38
H  3.88  1.79  -1.71
H  4.17  -0.56  -1.52
H  4.69  -0.19  0.16

LUMO level (alpha / beta): -0.1062 / -0.2563 eV
maximum force: 4.99 eV/A
multiplicity: 4
Kohn-Sham gap (alpha / beta): 6.05 / 8.47 eV

Atom charges from the Mulliken analysis, given in e for atoms 1 to 4: atom 1 (Ti): 0.479, atom 2 (I): -0.595, atom 3 (C): 0.015, atom 4 (C): -0.005